DFT (the ωB97M-V functional and the def2-TZVPD basis) results for the molecule C6H13BO in a non-equilibrium geometry.

Output
gap between HOMO and LUMO (spin up / spin down): 5.9 / 6.6 eV
charge: 0
E_HOMO (spin up / spin down): -5.6 / -6.4 eV
relative energy (zero: lowest compared OMol25 entry of this formula, charge and spin): 447.3 kJ/mol

Last column: Mulliken charge in e.
Geometry (Å):
B (1.985, 1.018, -1.195)  0.064
C (-1.236, -0.155, -0.934)  -0.643
C (-1.210, 0.042, 0.589)  -0.414
C (0.052, -0.527, -1.614)  -0.443
C (-0.998, -1.247, 1.318)  -0.191
C (3.018, 2.088, -1.735)  -0.768
C (-1.258, -1.108, 2.813)  -1.090
O (1.201, 0.110, -1.444)  -0.158
H (-1.967, -0.909, -1.286)  0.343
H (-1.814, 0.795, -1.399)  0.257
H (-0.479, 0.853, 0.818)  0.250
H (-2.167, 0.631, 0.779)  0.308
H (-1.722, -1.955, 0.664)  0.246
H (0.373, -1.422, -2.142)  0.314
H (0.078, -1.751, 1.036)  0.166
H (2.484, 2.868, -2.236)  0.310
H (3.535, 1.501, -2.534)  0.264
H (3.796, 2.430, -1.092)  0.286
H (-2.108, -0.503, 3.018)  0.355
H (-0.318, -0.602, 3.204)  0.267
H (-1.246, -2.158, 3.375)  0.276

=====

DFT (the ωB97M-V functional and the def2-TZVPD basis) results for a cluster of 2 separate species, C6H13BOS in total in a non-equilibrium geometry.

Output
gap between HOMO and LUMO: 7.6 eV
charge: 0
E_HOMO: -7.0 eV
relative energy (zero: lowest compared OMol25 entry of this formula, charge and spin): 268.4 kJ/mol

Last column: Mulliken charge in e.
Geometry (Å):
B (-0.449, -0.364, 0.032)  0.333
C (-3.145, 0.496, -0.326)  -0.517
C (-2.108, 1.288, 0.462)  -0.269
C (-3.089, -1.005, 0.096)  -0.642
C (2.612, 0.160, -1.190)  -1.153
C (2.618, -0.606, 1.267)  -1.163
C (2.126, -0.829, -0.106)  0.155
O (-0.834, 0.770, 0.495)  -0.290
S (-1.475, -1.712, -0.504)  -0.190
H (-4.171, 0.975, -0.142)  0.313
H (-3.023, 0.447, -1.457)  0.263
H (-1.929, 2.316, -0.045)  0.212
H (-2.426, 1.401, 1.563)  0.251
H (-3.102, -1.262, 1.142)  0.347
H (-3.959, -1.605, -0.485)  0.275
H (3.701, 0.397, -1.022)  0.348
H (2.100, 1.080, -1.052)  0.274
H (2.412, -0.368, -2.057)  0.327
H (3.768, -0.753, 1.218)  0.336
H (2.512, 0.520, 1.477)  0.221
H (2.075, -1.187, 1.911)  0.364
H (2.120, -1.972, -0.512)  0.202

=====

DFT (the ωB97M-V functional and the def2-TZVPD basis) results for the molecule C6H13BS in a non-equilibrium geometry.

Output
gap between HOMO and LUMO: 9.0 eV
charge: 0
E_HOMO: -8.4 eV
SMILES: CCSB1CCCC1
relative energy (zero: lowest compared OMol25 entry of this formula, charge and spin): 165.2 kJ/mol

Last column: Mulliken charge in e.
Geometry (Å):
B (-0.159, -0.990, -0.092)  0.125
C (-0.561, 0.323, -0.943)  -0.646
C (0.318, -2.011, -1.057)  -0.445
C (-0.015, -0.031, -2.294)  -0.631
C (-0.287, -1.537, -2.374)  -0.633
C (1.032, 1.467, 2.711)  -0.988
C (-0.286, 0.774, 2.774)  -0.471
S (-0.226, -0.959, 2.248)  -0.263
H (-1.698, 0.432, -0.917)  0.243
H (-0.213, 1.333, -0.674)  0.337
H (1.378, -1.888, -1.251)  0.312
H (0.081, -3.157, -0.922)  0.237
H (-0.383, 0.571, -3.104)  0.387
H (1.055, 0.280, -2.328)  0.273
H (0.282, -1.840, -3.225)  0.302
H (-1.279, -1.869, -2.535)  0.325
H (1.486, 1.655, 1.739)  0.272
H (1.012, 2.544, 3.281)  0.261
H (1.692, 0.857, 3.173)  0.351
H (-0.992, 1.201, 2.113)  0.271
H (-0.733, 0.648, 3.692)  0.382

=====

DFT (the ωB97M-V functional and the def2-TZVPD basis) results for a structure of composition C6H13CrMgO5 in a non-equilibrium geometry.

Output
2S+1: 6
gap between HOMO and LUMO (spin up / spin down): 6.9 / 8.2 eV
charge: +2
E_HOMO (spin up / spin down): -14.9 / -17.2 eV

Last column: Mulliken spin population.
Geometry (Å):
O (0.974, 0.281, 0.039)  -0.060
C (2.033, -0.547, 0.411)  0.019
C (1.693, -2.012, 0.156)  0.000
O (1.109, -2.105, -1.156)  0.021
C (0.797, -3.435, -1.555)  0.002
Cr (0.164, -0.409, -1.539)  4.202
H (2.278, -0.448, 1.484)  0.009
H (2.954, -0.295, -0.150)  -0.003
H (0.952, -2.383, 0.883)  -0.004
H (2.587, -2.651, 0.197)  0.009
H (0.338, -3.385, -2.548)  -0.007
H (1.718, -4.031, -1.601)  0.004
H (0.096, -3.888, -0.840)  0.003
O (-1.650, -0.036, -0.405)  0.012
C (-1.268, -0.008, 0.788)  -0.014
O (-1.473, 0.990, 1.590)  0.003
C (-2.229, 2.129, 1.155)  0.013
O (-1.714, 2.681, -0.015)  -0.002
C (-0.478, 3.418, 0.135)  0.007
Mg (-2.009, 1.578, -1.746)  0.778
H (-0.879, -0.899, 1.288)  -0.004
H (-2.169, 2.840, 1.985)  0.005
H (-3.263, 1.815, 0.975)  0.003
H (-0.285, 3.903, -0.827)  -0.006
H (-0.611, 4.176, 0.915)  0.005
H (0.334, 2.720, 0.381)  0.005

=====

Repeat the third record exactly.
DFT (the ωB97M-V functional and the def2-TZVPD basis) results for the molecule C6H13BS in a non-equilibrium geometry.

Output
gap between HOMO and LUMO: 9.0 eV
charge: 0
E_HOMO: -8.4 eV
SMILES: CCSB1CCCC1
relative energy (zero: lowest compared OMol25 entry of this formula, charge and spin): 165.2 kJ/mol

Last column: Mulliken charge in e.
Geometry (Å):
B (-0.159, -0.990, -0.092)  0.125
C (-0.561, 0.323, -0.943)  -0.646
C (0.318, -2.011, -1.057)  -0.445
C (-0.015, -0.031, -2.294)  -0.631
C (-0.287, -1.537, -2.374)  -0.633
C (1.032, 1.467, 2.711)  -0.988
C (-0.286, 0.774, 2.774)  -0.471
S (-0.226, -0.959, 2.248)  -0.263
H (-1.698, 0.432, -0.917)  0.243
H (-0.213, 1.333, -0.674)  0.337
H (1.378, -1.888, -1.251)  0.312
H (0.081, -3.157, -0.922)  0.237
H (-0.383, 0.571, -3.104)  0.387
H (1.055, 0.280, -2.328)  0.273
H (0.282, -1.840, -3.225)  0.302
H (-1.279, -1.869, -2.535)  0.325
H (1.486, 1.655, 1.739)  0.272
H (1.012, 2.544, 3.281)  0.261
H (1.692, 0.857, 3.173)  0.351
H (-0.992, 1.201, 2.113)  0.271
H (-0.733, 0.648, 3.692)  0.382